Entry 1:
Below is C4H9NO2 in the gas phase, with properties calculated with wB97M-V/def2-TZVPD.

```
16
Properties=species:S:1:pos:R:3:nbo_charge:R:1
C -1.82 0.77 0.97 -0.635
C -1.77 -0.54 0.17 -0.222
N -0.66 -0.54 -0.76 -0.629
C 0.55 -0.36 -0.17 0.880
O 0.85 -0.77 0.93 -0.649
O 1.39 0.32 -0.98 -0.522
C 2.76 0.05 -0.67 -0.257
H -1.74 1.66 0.33 0.203
H -2.76 0.85 1.54 0.214
H -0.99 0.82 1.69 0.228
H -1.61 -1.38 0.85 0.218
H -2.68 -0.75 -0.40 0.199
H -0.78 -0.07 -1.65 0.395
H 3.33 0.55 -1.45 0.192
H 3.03 0.42 0.32 0.197
H 2.90 -1.03 -0.71 0.187
```

Its SMILES is CCNC(=O)OC. The total energy comes out at -363.0626 Ha. The value obtained for the relative energy (zero: lowest compared OMol25 entry of this formula, charge and spin) is 14.4 kcal/mol. For the max |F|, the calculation gives 0.43 eV/A.

***

Entry 2:
Below is 2 unconnected molecules or ions with the total composition C4H9NO2 in a non-equilibrium geometry, with properties calculated with wB97M-V/def2-TZVPD.

```
16
Properties=species:S:1:pos:R:3:nbo_charge:R:1
C -0.39 -2.09 0.02 -0.418
N -0.49 -0.79 -0.61 -0.664
C -1.26 0.30 -0.15 0.896
O -1.69 1.14 -0.91 -0.631
O -1.75 0.07 1.09 -0.706
H -0.91 -2.86 -0.55 0.201
H 0.68 -2.35 0.08 0.194
H -0.73 -2.04 1.05 0.229
H -0.33 -0.75 -1.60 0.407
H -2.41 0.75 1.27 0.506
C 1.48 1.03 0.53 -0.408
C 1.56 1.95 -0.42 -0.401
H 2.29 0.86 1.23 0.180
H 0.75 0.09 0.61 0.213
H 2.49 2.45 -0.64 0.195
H 0.71 2.26 -0.99 0.206
```

Its SMILES is CNC(=O)O.C=C. The total energy comes out at -362.9992 Ha. The value obtained for the relative energy (zero: lowest compared OMol25 entry of this formula, charge and spin) is 54.2 kcal/mol. For the max |F|, the calculation gives 3.82 eV/A.

***

Entry 3:
Below is 2 unconnected molecules or ions with the total composition C34H39N2O2 in a non-equilibrium geometry, with properties calculated with wB97M-V/def2-TZVPD.

```
77
Properties=species:S:1:pos:R:3:mulliken_charge:R:1
C 2.98 -5.48 -1.99 -1.212
C 3.78 -4.24 -1.70 -0.275
O 2.98 -3.44 -0.72 -0.220
C 3.49 -2.27 -0.34 0.275
C 3.27 -1.03 -0.86 -0.201
C 4.22 -0.02 -0.46 -1.375
O 4.37 -2.22 0.67 -0.306
C 4.45 -3.42 1.51 0.091
C 5.55 -3.19 2.50 -1.337
H 3.49 -6.07 -2.75 0.405
H 2.87 -6.09 -1.09 0.291
H 1.98 -5.23 -2.38 0.280
H 4.75 -4.46 -1.24 0.334
H 3.92 -3.61 -2.59 0.327
H 2.50 -0.86 -1.60 0.607
H 4.04 0.88 -1.05 0.354
H 4.13 0.29 0.60 0.185
H 5.25 -0.36 -0.62 0.430
H 3.48 -3.56 2.01 0.226
H 4.66 -4.29 0.88 0.145
H 5.51 -3.98 3.25 0.417
H 6.54 -3.26 2.03 0.320
H 5.48 -2.24 3.02 0.336
C 0.82 5.75 -3.13 -0.880
N 0.74 5.67 -1.67 0.186
C -0.06 6.70 -1.07 0.296
C -1.43 6.79 -1.35 -0.089
C -2.20 7.79 -0.75 -0.753
C -1.59 8.73 0.10 -0.415
C -0.22 8.66 0.34 -0.554
C 0.55 7.65 -0.23 -0.237
C 0.67 4.35 -1.14 0.081
C 1.66 3.87 -0.26 -0.498
C 1.61 2.58 0.22 -0.752
C 0.56 1.67 -0.16 1.141
C 0.58 0.34 0.36 -0.111
C -0.44 -0.64 0.43 0.885
C -0.20 -1.83 1.19 -0.631
C -1.13 -2.85 1.28 -0.583
C -2.35 -2.77 0.56 0.327
N -3.30 -3.82 0.61 0.198
C -3.51 -4.50 -0.68 -0.868
C -4.48 -3.66 1.42 0.251
C -5.56 -2.90 0.96 -0.139
C -6.69 -2.74 1.77 -0.697
C -6.76 -3.40 3.01 -0.419
C -5.69 -4.20 3.44 -0.592
C -4.55 -4.33 2.66 -0.237
C -2.61 -1.61 -0.19 -0.365
C -1.73 -0.55 -0.18 -0.992
C -0.43 2.20 -1.04 -0.819
C -0.38 3.50 -1.50 -0.478
H 1.41 4.91 -3.50 0.341
H -0.18 5.73 -3.60 0.368
H 1.31 6.69 -3.40 0.306
H -1.89 6.07 -2.03 0.187
H -3.27 7.84 -0.95 0.356
H -2.19 9.51 0.56 0.389
H 0.26 9.40 0.98 0.364
H 1.63 7.57 -0.05 0.402
H 2.47 4.55 0.03 0.442
H 2.37 2.22 0.90 0.418
H 1.51 0.07 0.88 0.305
H 0.74 -1.92 1.73 0.383
H -0.95 -3.73 1.89 0.425
H -4.29 -5.25 -0.56 0.333
H -3.79 -3.80 -1.47 0.359
H -2.57 -5.00 -0.96 0.304
H -5.50 -2.41 -0.01 0.229
H -7.51 -2.11 1.43 0.358
H -7.65 -3.29 3.63 0.390
H -5.75 -4.72 4.40 0.362
H -3.70 -4.94 2.97 0.403
H -3.55 -1.55 -0.75 0.344
H -2.06 0.37 -0.65 0.259
H -1.24 1.58 -1.40 0.324
H -1.18 3.89 -2.14 0.294
```

The total energy comes out at -1578.6303 Ha. As for the net charge: +1. For the max |F|, the calculation gives 2.86 eV/A.

***

Entry 4:
Below is 2 unconnected molecules or ions with the total composition C5H11O2 in a non-equilibrium geometry, with properties calculated with wB97M-V/def2-TZVPD.

```
18
Properties=species:S:1:pos:R:3:nbo_charge:R:1
C 1.26 -0.90 -0.47 -0.399
C 1.58 -1.33 -1.91 -0.606
C 0.23 -1.63 0.38 -0.615
H 2.23 -0.93 0.05 0.162
H 0.99 0.15 -0.58 0.265
H 0.76 -1.05 -2.59 0.195
H 0.52 -1.35 1.39 0.230
H -0.73 -1.32 -0.05 0.217
H 1.80 -2.37 -2.14 0.176
H 2.41 -0.74 -2.32 0.191
H 0.11 -2.71 0.33 0.169
C -2.10 2.33 1.57 -0.773
C -1.01 1.63 0.59 0.791
O 0.00 1.21 1.18 -0.804
O -1.27 1.71 -0.63 -0.794
H -1.47 2.97 2.20 0.202
H -2.52 1.47 2.07 0.197
H -2.79 2.86 0.92 0.196
```

The total energy comes out at -347.6224 Ha. As for the net charge: -1. The value obtained for the relative energy (zero: lowest compared OMol25 entry of this formula, charge and spin) is 17.1 kcal/mol. For the max |F|, the calculation gives 2.51 eV/A.

***

Entry 5:
Below is a molecular structure, C35H50N8O6S2Sr in a non-equilibrium geometry, with properties calculated with wB97M-V/def2-TZVPD.

```
102
Properties=species:S:1:pos:R:3:mulliken_charge:R:1
Sr 5.95 -2.53 18.27 1.793
N 4.88 -2.63 22.15 -0.126
C 5.73 -3.68 22.62 -0.610
C 5.23 -5.10 22.37 -0.696
C 4.72 -5.30 20.98 -1.022
N 5.62 -4.88 19.94 0.832
H 4.55 -1.97 22.81 0.190
H 4.25 -2.90 21.39 0.102
H 5.87 -3.52 23.70 0.479
H 6.71 -3.59 22.17 0.123
H 4.39 -5.28 23.03 0.385
H 6.04 -5.78 22.67 0.312
H 3.75 -4.79 20.86 0.320
H 4.53 -6.38 20.88 0.390
H 5.31 -5.28 19.04 0.039
H 6.54 -5.23 20.12 -0.517
C 1.42 -1.09 22.47 -1.108
C 1.12 -1.87 21.22 0.141
N 2.02 -2.49 20.49 0.156
C 1.35 -2.88 19.35 0.171
C 0.01 -2.56 19.48 -0.034
N -0.11 -1.89 20.68 -0.034
C -1.27 -2.73 18.73 0.478
O -1.11 -3.17 17.50 -0.601
O -2.34 -2.47 19.21 -0.681
C 2.02 -3.43 18.11 0.292
O 1.29 -3.61 17.08 -0.912
O 3.29 -3.58 18.15 -0.450
H 2.38 -1.43 22.82 0.074
H 0.67 -1.26 23.22 0.416
H 1.46 -0.05 22.17 0.270
H -1.00 -1.53 21.00 0.232
H -0.10 -3.32 17.29 0.466
C 10.65 0.66 25.15 -1.308
C 10.21 0.27 23.77 1.117
C 11.22 -0.10 22.86 -0.699
C 10.92 -0.52 21.58 -1.021
C 9.59 -0.61 21.17 -0.186
C 8.59 -0.25 22.05 -0.150
C 8.89 0.18 23.34 -0.783
S 9.20 -1.35 19.55 0.961
O 10.47 -1.09 18.87 -0.821
O 8.96 -2.76 19.81 -0.636
N 7.92 -0.75 18.95 0.931
C 7.64 0.64 18.64 -0.477
C 8.51 1.71 18.76 -0.798
C 8.02 3.01 18.63 -0.495
C 6.69 3.28 18.39 -0.940
C 5.82 2.23 18.14 1.522
C 4.45 2.46 17.80 -1.044
C 3.63 1.34 17.67 -0.812
C 4.13 0.09 17.77 -0.720
N 5.44 -0.20 18.08 0.046
C 6.27 0.86 18.29 -0.360
H 11.71 0.42 25.31 0.341
H 10.07 0.08 25.89 0.321
H 10.48 1.71 25.38 0.265
H 12.25 0.01 23.16 0.271
H 11.69 -0.80 20.88 0.482
H 7.55 -0.27 21.73 0.388
H 8.08 0.49 24.02 0.311
H 9.53 1.47 19.04 0.480
H 8.76 3.80 18.79 0.351
H 6.39 4.32 18.31 0.282
H 4.12 3.49 17.72 0.346
H 2.56 1.40 17.46 0.445
H 3.51 -0.79 17.65 0.509
C 7.47 -7.09 15.14 -1.246
C 7.25 -6.60 16.55 0.246
N 8.03 -7.27 17.63 -0.153
C 8.62 -6.51 18.61 0.089
S 8.41 -6.90 20.21 -0.465
N 9.32 -5.43 18.25 0.147
C 10.13 -5.33 17.04 -0.282
C 10.26 -3.94 16.43 -0.559
H 6.85 -6.48 14.50 0.137
H 7.20 -8.15 15.02 0.325
H 8.53 -6.99 14.85 0.294
H 6.19 -6.76 16.78 0.431
H 7.43 -5.52 16.59 -0.115
H 7.53 -8.03 18.06 0.322
H 9.52 -4.79 19.01 0.057
H 9.72 -6.05 16.30 0.086
H 11.13 -5.70 17.32 0.390
H 9.29 -3.58 16.05 -0.280
H 10.91 -4.02 15.57 0.465
H 10.65 -3.25 17.17 0.190
C 4.78 -3.99 14.53 -1.614
C 5.90 -2.94 14.42 2.125
C 5.29 -1.56 14.20 -1.671
C 6.66 -3.28 13.10 -1.996
C 6.76 -2.94 15.66 -0.947
H 4.24 -4.05 13.57 0.444
H 4.08 -3.78 15.34 0.202
H 5.20 -4.97 14.72 0.053
H 4.53 -1.61 13.40 0.460
H 6.06 -0.85 13.85 0.350
H 4.77 -1.21 15.10 0.179
H 5.95 -3.30 12.23 0.382
H 7.18 -4.24 13.14 0.376
H 7.45 -2.51 12.91 0.401
H 7.63 -2.28 15.44 0.188
```

The total energy comes out at -3080.3291 Ha. As for the net charge: -2. The value obtained for the relative energy (zero: lowest compared OMol25 entry of this formula, charge and spin) is 25.9 kcal/mol. For the max |F|, the calculation gives 3.11 eV/A.

***

Entry 6:
Below is a molecular structure, C23H43Cl2HoIN3O4Si in a non-equilibrium geometry, with properties calculated with wB97M-V/def2-TZVPD.

```
78
Properties=species:S:1:pos:R:3:mulliken_charge:R:1
C 3.24 -2.22 -6.84 -1.417
C 2.67 -1.48 -8.01 0.193
H 3.23 -3.30 -7.02 0.384
H 2.69 -1.98 -5.92 0.216
H 4.30 -1.95 -6.65 0.268
C 2.67 -1.97 -9.25 0.252
C 3.18 -3.30 -9.65 -1.524
H 2.34 -1.35 -10.08 0.308
H 2.87 -4.10 -8.97 0.362
H 4.28 -3.34 -9.73 0.300
H 2.80 -3.53 -10.65 0.375
Ho 0.31 0.13 -0.86 0.887
Cl 2.28 0.10 -2.51 -0.514
C -0.27 2.82 -2.48 0.203
O -0.79 1.80 -1.94 -0.557
N -0.98 3.71 -3.17 0.269
C -2.41 3.52 -3.40 -0.899
C -0.30 4.77 -3.90 -0.846
H 0.82 3.04 -2.39 0.333
H -2.89 3.10 -2.51 0.287
H -2.60 2.86 -4.27 0.218
H -2.82 4.51 -3.62 0.378
H 0.61 5.03 -3.35 0.336
H -0.98 5.63 -3.95 0.328
H -0.04 4.46 -4.92 0.296
H -3.42 2.04 2.76 0.325
H -1.58 2.05 4.73 0.311
C -3.18 0.97 2.68 -0.960
C -1.47 0.98 4.48 -0.822
N -1.79 0.74 3.07 0.172
H -3.32 0.64 1.66 0.232
C -0.87 0.52 2.14 0.317
O -1.13 0.52 0.90 -0.596
H -0.45 0.66 4.69 0.277
H 0.15 0.32 2.50 0.335
H -3.82 0.41 3.36 0.340
H -2.17 0.41 5.10 0.291
H 0.46 -5.22 -0.85 0.337
H 0.24 -3.16 -3.39 0.222
C -0.62 -5.08 -1.03 -0.900
C -0.62 -3.80 -3.17 -0.909
N -0.89 -3.83 -1.73 0.194
H -1.14 -5.11 -0.07 0.302
C -1.14 -2.69 -1.09 0.047
O -1.05 -1.55 -1.63 -0.513
H -1.49 -3.39 -3.70 0.309
H -1.40 -2.76 -0.03 0.415
H -0.98 -5.90 -1.67 0.344
H -0.43 -4.83 -3.48 0.406
O 0.94 -0.45 -6.76 -0.034
C 2.01 -0.15 -7.66 0.228
C 0.44 0.22 -9.61 0.025
C 1.55 0.65 -8.88 0.037
H -0.10 -0.67 -9.27 0.791
C 0.08 0.87 -10.79 -1.076
H 2.75 0.44 -7.11 0.343
C 2.31 1.73 -9.35 -0.345
H -0.81 0.53 -11.33 0.399
C 0.87 1.92 -11.28 -0.429
C 1.99 2.36 -10.55 -0.700
H 3.19 2.03 -8.75 0.406
H 0.61 2.40 -12.24 0.372
H 2.60 3.18 -10.92 0.381
Si -0.44 0.26 -6.14 -0.229
Cl 1.19 -1.85 0.60 -0.559
C -1.91 -0.44 -7.02 -1.090
C -0.27 2.11 -6.38 -0.812
C -0.48 -0.20 -4.35 0.544
H -1.93 -0.15 -8.08 0.353
H -2.83 -0.07 -6.53 0.370
H -1.91 -1.54 -6.96 0.296
H -0.14 -1.22 -4.19 -0.500
H -1.45 -0.06 -3.87 0.486
H 0.27 0.44 -3.87 -0.582
H 0.00 2.36 -7.42 0.366
H 0.52 2.51 -5.73 0.161
H -1.20 2.63 -6.16 0.459
I 1.93 2.25 0.75 -0.576
```

The total energy comes out at -3823.3950 Ha. Its multiplicity is 5. The expectation value of S² is 6.00. For the max |F|, the calculation gives 1.74 eV/A.

***

Entry 7:
Below is C21H28N6O2 in the gas phase in a non-equilibrium geometry, with properties calculated with wB97M-V/def2-TZVPD.

```
57
Properties=species:S:1:pos:R:3:nbo_charge:R:1
C -7.43 -2.73 -0.88 -0.404
N -6.94 -1.39 -0.69 -0.437
C -5.85 -1.34 0.27 -0.226
C -5.42 0.10 0.51 -0.240
N -4.99 0.70 -0.74 -0.448
C -4.49 2.05 -0.58 -0.206
C -3.19 2.11 0.23 -0.413
C -2.16 1.11 -0.31 -0.229
N -1.00 1.02 0.55 -0.626
C -0.98 0.20 1.61 0.665
O -1.87 -0.57 1.91 -0.626
C 0.31 0.31 2.45 -0.311
N 1.51 -0.04 1.71 -0.199
N 1.93 -1.28 1.93 -0.209
C 3.01 -1.72 1.35 0.023
C 3.75 -0.90 0.49 -0.102
C 4.95 -1.04 -0.28 -0.106
C 5.85 -2.09 -0.48 -0.163
C 6.93 -1.87 -1.31 -0.236
C 7.12 -0.64 -1.94 -0.189
C 6.24 0.41 -1.76 -0.270
C 5.15 0.20 -0.93 0.235
N 4.14 1.06 -0.58 -0.333
C 4.01 2.42 -1.04 -0.423
C 3.30 0.41 0.27 0.098
C 2.10 0.89 0.89 0.593
O 1.59 2.01 0.74 -0.690
C -6.09 0.66 -1.69 -0.219
C -6.50 -0.79 -1.93 -0.226
H -8.27 -2.71 -1.58 0.198
H -6.66 -3.42 -1.28 0.162
H -7.78 -3.13 0.07 0.200
H -6.19 -1.78 1.21 0.203
H -4.98 -1.92 -0.09 0.170
H -4.59 0.09 1.22 0.222
H -6.26 0.66 0.96 0.166
H -4.29 2.44 -1.58 0.191
H -5.23 2.72 -0.10 0.168
H -2.79 3.12 0.19 0.206
H -3.38 1.87 1.28 0.209
H -2.63 0.12 -0.36 0.236
H -1.83 1.40 -1.31 0.194
H -0.25 1.69 0.45 0.431
H 0.41 1.35 2.79 0.233
H 0.23 -0.37 3.29 0.251
H 3.29 -2.73 1.58 0.209
H 5.70 -3.04 0.01 0.216
H 7.64 -2.66 -1.48 0.216
H 7.97 -0.51 -2.59 0.217
H 6.39 1.36 -2.26 0.221
H 3.11 2.85 -0.60 0.264
H 3.92 2.44 -2.13 0.203
H 4.88 3.01 -0.74 0.203
H -5.76 1.11 -2.63 0.198
H -6.96 1.22 -1.32 0.167
H -7.33 -0.81 -2.65 0.199
H -5.64 -1.34 -2.37 0.165
```

Its SMILES is CN1CCN(CCCNC(=O)Cn2ncc3c4ccccc4n(C)c3c2=O)CC1. The total energy comes out at -1296.0694 Ha. The value obtained for the relative energy (zero: lowest compared OMol25 entry of this formula, charge and spin) is 23.4 kcal/mol. For the max |F|, the calculation gives 1.04 eV/A.

***

Entry 8:
Below is a molecular structure, C32H49N2PS4Sb2V, with properties calculated with wB97M-V/def2-TZVPD.

```
91
Properties=species:S:1:pos:R:3:mulliken_charge:R:1
V 1.69 -0.94 -1.02 -0.228
C 1.69 -6.51 1.90 -0.485
C 2.83 -5.96 1.33 -0.893
C 2.72 -5.06 0.28 -0.549
C 1.47 -4.71 -0.22 0.851
C 0.33 -5.25 0.37 -0.465
C 0.44 -6.15 1.42 -0.599
P 1.39 -3.46 -1.54 1.486
C 1.87 -4.38 -3.05 0.351
C 2.86 -5.37 -3.08 -0.507
C 3.23 -5.96 -4.27 -0.612
C 2.63 -5.59 -5.46 -0.439
C 1.66 -4.60 -5.46 -0.777
C 1.28 -4.01 -4.26 -0.263
C -0.32 -2.97 -1.77 -0.285
C -1.44 -3.73 -2.11 -0.117
C -2.68 -3.12 -2.11 -0.829
C -2.77 -1.77 -1.75 -0.435
C -1.64 -1.03 -1.43 -0.096
C -0.36 -1.61 -1.45 -0.362
H 1.78 -7.20 2.74 0.345
H 3.82 -6.19 1.72 0.402
H 3.63 -4.61 -0.11 0.463
H -0.65 -4.94 0.02 0.305
H -0.45 -6.55 1.88 0.383
H 3.35 -5.66 -2.16 0.236
H 4.01 -6.72 -4.26 0.379
H 2.94 -6.05 -6.40 0.346
H 1.18 -4.29 -6.38 0.371
H 0.50 -3.25 -4.26 0.424
H -1.34 -4.78 -2.38 0.476
H -3.57 -3.67 -2.38 0.336
H -3.75 -1.29 -1.72 0.373
H -1.75 0.01 -1.15 0.352
N 2.53 -0.63 -3.10 0.054
C 2.81 0.76 -3.49 -0.648
C 1.63 1.43 -4.18 -0.777
N 0.39 1.23 -3.47 -0.144
H 3.41 -1.15 -3.01 -0.073
H 1.99 -1.11 -3.81 0.083
H 3.67 0.80 -4.18 0.339
H 3.09 1.30 -2.59 0.380
H 1.53 1.02 -5.19 0.328
H 1.92 2.49 -4.31 0.344
H -0.33 1.86 -3.78 0.218
H 0.49 1.30 -2.46 -0.138
S 5.35 -2.77 1.45 -0.682
Sb 4.43 -1.60 -0.26 0.622
S 1.21 -0.29 1.27 -0.645
S 1.56 1.33 -0.08 -0.494
S 5.22 -2.49 -2.25 -0.742
C -1.19 3.40 4.91 -1.621
C -0.51 2.59 3.81 1.649
C 0.95 3.02 3.68 -1.795
C -0.52 1.11 4.19 -1.237
Sb -1.39 2.75 1.79 1.154
C -3.56 3.02 2.28 1.725
C -4.31 2.85 0.96 -1.750
C -3.93 1.83 3.17 -1.981
C -4.05 4.30 2.95 -1.678
C -0.84 4.83 1.24 1.816
C 0.57 4.81 0.65 -1.574
C -1.81 5.22 0.12 -1.966
C -0.91 5.88 2.34 -1.680
H -0.58 3.34 5.83 0.494
H -2.18 2.99 5.16 0.245
H -1.31 4.45 4.67 0.182
H 1.49 2.73 4.60 0.568
H 1.05 4.11 3.59 0.284
H 1.46 2.54 2.84 0.206
H -0.02 0.99 5.16 0.471
H 0.03 0.52 3.45 0.012
H -1.52 0.70 4.29 0.248
H -3.97 1.97 0.41 0.301
H -4.21 3.72 0.31 0.321
H -5.39 2.72 1.16 0.482
H -3.56 0.88 2.78 0.345
H -5.03 1.75 3.24 0.531
H -3.55 1.95 4.18 0.304
H -3.95 5.16 2.28 0.257
H -3.51 4.53 3.87 0.207
H -5.11 4.20 3.20 0.495
H 0.69 4.04 -0.10 0.155
H 1.33 4.65 1.41 0.311
H 0.77 5.79 0.19 0.475
H -1.84 4.47 -0.67 0.289
H -1.48 6.16 -0.33 0.549
H -2.83 5.37 0.48 0.302
H -0.11 5.74 3.07 0.263
H -1.86 5.87 2.89 0.188
H -0.79 6.88 1.91 0.485
```

The total energy comes out at -4716.9451 Ha. As for the net charge: -2. Its multiplicity is 4. The value obtained for the relative energy (zero: lowest compared OMol25 entry of this formula, charge and spin) is 27.6 kcal/mol. The expectation value of S² is 3.79. For the max |F|, the calculation gives 0.48 eV/A.